Entry 1:
C23H28IrN3O5PS as an isolated structure in a non-equilibrium geometry, computed with ωB97M-V/def2-TZVPD.

For the HOMO-LUMO gap (alpha / beta), the calculation gives 5.39 / 5.97 eV. As for the net charge: +3.

Atoms and positions in Å:
Ir1 -0.18680 -0.63220 -0.43620
O1 -1.65150 2.91250 -2.67550
C1 -1.44300 1.84940 -1.96210
O2 -0.60700 0.99270 -2.21400
C2 -2.30900 1.74280 -0.74650
C3 -3.39340 2.57750 -0.49510
C4 -4.15220 2.34040 0.64500
C5 -3.77700 1.32690 1.51920
C6 -2.64970 0.56510 1.21510
N1 -1.95720 0.76590 0.08930
C7 -2.09840 -0.55220 2.05200
O3 -2.54200 -0.76270 3.25710
O4 -1.24120 -1.28640 1.57810
H1 -1.09900 2.98460 -3.47570
H2 -3.63750 3.37810 -1.17510
H3 -5.02190 2.94090 0.86510
H4 -4.37840 1.13370 2.39610
H5 -3.18820 -0.13610 3.61960
C8 1.38620 -3.52450 0.10070
O5 1.33600 -2.51680 -0.91630
H6 2.24360 -4.18240 -0.06430
H7 0.47180 -4.12100 0.10260
H8 1.49500 -3.01080 1.05530
H9 1.20850 -2.96290 -1.76610
C9 3.56010 -0.80500 0.15970
P1 2.09810 0.26710 -0.00550
C10 2.18180 1.46220 1.35320
C11 3.25250 1.45090 2.24960
C12 3.35430 2.44460 3.20580
C13 2.37550 3.42640 3.30810
C14 1.28970 3.42520 2.43820
C15 1.18480 2.44090 1.47600
C16 2.42040 1.17200 -1.55070
C17 2.52760 0.39790 -2.71100
C18 2.90510 0.98180 -3.90250
C19 3.14400 2.35020 -3.94930
C20 3.00560 3.12430 -2.80250
C21 2.62030 2.55040 -1.60330
H10 4.46070 -0.19010 0.13380
H11 3.60140 -1.50200 -0.67270
H12 3.52760 -1.36880 1.09000
H13 4.02130 0.69810 2.18480
H14 4.20550 2.45290 3.86980
H15 2.44570 4.18130 4.07540
H16 0.52570 4.18390 2.52530
H17 0.33200 2.42600 0.80740
H18 2.30010 -0.65770 -2.66810
H19 2.99910 0.38010 -4.79220
H20 3.40810 2.81680 -4.88610
H21 3.21230 4.18340 -2.83700
H22 2.52700 3.16040 -0.71660
C22 -4.58500 -4.31590 0.49940
N2 -3.32010 -3.87500 -0.05310
C23 -3.17840 -2.88040 -0.90240
N3 -4.22010 -2.15430 -1.30060
S1 -1.60800 -2.52380 -1.54390
H23 -4.40870 -5.19220 1.11550
H24 -5.29200 -4.59000 -0.28570
H25 -5.03520 -3.53780 1.11830
H26 -2.49830 -4.39820 0.22050
H27 -5.16490 -2.46140 -1.10900
H28 -4.11100 -1.50430 -2.06410

Entry 2:
C23H28LuNO as an isolated structure in a non-equilibrium geometry, computed with ωB97M-V/def2-TZVPD.

The energy above the lowest of the compared OMol25 structures with the same formula, charge and spin comes out at 78.78 kcal per mole. For the HOMO-LUMO gap, the calculation gives 7.31 eV.

Atoms and positions in Å:
C1 2.51666 0.00937 3.59019
C2 2.66884 -0.66206 2.32058
C3 2.30188 0.24391 1.29522
H1 3.04322 -1.67642 2.15592
C4 1.95184 1.47178 1.88930
C5 2.06526 1.34068 3.30781
H2 1.69703 2.36641 1.30920
C6 -1.34961 -2.06763 3.31830
C7 -0.21898 -2.69122 2.70045
C8 -0.27900 -2.40319 1.30049
H3 0.56894 -3.24056 3.23650
C9 -1.45575 -1.65310 1.00508
C10 -2.07863 -1.41810 2.26937
H4 2.36491 0.08927 0.20916
H5 1.82098 2.11432 4.03506
H6 2.60987 -0.44786 4.58268
H7 -3.01076 -0.86556 2.36680
H8 0.40540 -2.78026 0.54124
H9 -1.54436 -1.98458 4.40140
Lu1 0.28586 -0.31734 3.15024
C11 -2.09842 -1.47299 -0.38083
C12 -3.50699 -2.16749 -0.21224
C13 -1.38492 -2.31533 -1.44815
H10 -3.39004 -3.24057 0.04759
H11 -4.06585 -2.10282 -1.15566
H12 -4.10506 -1.68182 0.57466
H13 -1.27909 -3.37131 -1.14963
H14 -0.40409 -1.90696 -1.69572
H15 -1.97959 -2.31796 -2.37197
C14 -2.31396 0.00789 -0.94328
C15 -1.22663 0.76846 -1.72364
H16 -2.64912 0.56838 -0.06729
H17 -3.14816 -0.11231 -1.62642
O1 -0.00258 0.72205 -1.49332
N1 -1.47814 1.56696 -2.85624
C16 -0.37698 2.53562 -2.90865
H18 -2.46392 1.96055 -3.01644
C17 1.02088 1.88131 -2.86212
C18 2.16532 2.49734 -2.25422
H19 2.01174 3.39109 -1.61830
C19 3.46721 1.94069 -2.36121
H20 4.32191 2.45824 -1.89175
C20 3.67699 0.77444 -3.11088
H21 4.67515 0.39240 -3.24976
C21 2.56758 0.11738 -3.67143
H22 2.69806 -0.81188 -4.23013
C22 1.29009 0.68379 -3.56943
H23 0.42151 0.14762 -3.98135
H24 -0.43109 3.13357 -1.97815
H25 -0.46081 3.17784 -3.76977
C23 -1.27991 1.56914 2.89249
H26 -1.40953 1.66604 4.00498
H27 -2.32111 1.54710 2.51489
H28 -0.90409 2.56562 2.57840

Entry 3:
One molecule with the formula C23H28N2O2, computed with ωB97M-V/def2-TZVPD.

The structure (SMILES) is CCCCN1C[C@H](Cc2ccccc2)[C@@H](CC(=O)Nc2ccccc2)C1=O. The energy above the lowest of the compared OMol25 structures with the same formula, charge and spin comes out at 0.00 kcal per mole. For the HOMO-LUMO gap, the calculation gives 8.68 eV.

Atoms and positions in Å:
C1 -6.40684 -2.11983 1.29379
C2 -5.37477 -2.22816 0.17822
C3 -4.27259 -1.18309 0.32768
C4 -3.23969 -1.29644 -0.79508
N1 -2.15672 -0.35659 -0.64053
C5 -0.92780 -0.70138 -0.23759
O1 -0.58309 -1.82900 0.07751
C6 -0.04160 0.53868 -0.24597
C7 0.86011 0.62495 0.99432
H1 1.03004 1.66946 1.25627
C8 2.23508 -0.00611 0.77041
O2 3.25665 0.64081 0.87141
N2 2.15529 -1.32035 0.45744
C9 3.18366 -2.22115 0.17873
C10 4.53214 -1.87723 0.21037
C11 5.49035 -2.83248 -0.07676
C12 5.12529 -4.12899 -0.39626
C13 3.78322 -4.47236 -0.42880
C14 2.81733 -3.52775 -0.14420
H2 1.76909 -3.79011 -0.16803
H3 3.48820 -5.48172 -0.67685
H4 5.88028 -4.86856 -0.61823
H5 6.53483 -2.55812 -0.04901
H6 4.81766 -0.86914 0.46010
H7 1.21393 -1.71812 0.39569
H8 0.37761 0.12652 1.83887
C15 -1.04111 1.69925 -0.38256
C16 -0.52236 2.86460 -1.23246
C17 0.69005 3.49632 -0.60501
C18 0.54506 4.36995 0.46610
C19 1.65542 4.91123 1.08806
C20 2.92626 4.58364 0.64657
C21 3.08059 3.72279 -0.42534
C22 1.96834 3.18583 -1.04821
H9 2.09809 2.51340 -1.88417
H10 4.06779 3.45921 -0.77121
H11 3.79330 4.99817 1.13827
H12 1.52817 5.58679 1.92164
H13 -0.44632 4.62532 0.81524
H14 -0.27543 2.49860 -2.23146
H15 -1.31901 3.60691 -1.32823
C23 -2.28906 1.03829 -0.98885
H16 -3.21698 1.45075 -0.58639
H17 -2.30790 1.15160 -2.08143
H18 -1.28214 2.07023 0.61822
H19 0.58644 0.48470 -1.14295
H20 -3.71678 -1.13140 -1.76696
H21 -2.79407 -2.29464 -0.78255
H22 -4.71770 -0.18545 0.32086
H23 -3.76625 -1.31965 1.28525
H24 -5.86791 -2.09751 -0.78789
H25 -4.92866 -3.22448 0.19120
H26 -5.93626 -2.26565 2.26335
H27 -7.18097 -2.87317 1.17153
H28 -6.87827 -1.13938 1.28590

Entry 4:
A 2-piece molecular cluster, C23H28N2O2 overall in a non-equilibrium geometry, computed with ωB97M-V/def2-TZVPD.

The energy above the lowest of the compared OMol25 structures with the same formula, charge and spin comes out at 128.71 kcal per mole. For the HOMO-LUMO gap, the calculation gives 2.33 eV.

Atoms and positions in Å:
C1 -5.05054 -1.55466 2.65243
C2 -4.92833 -0.03386 2.43879
C3 -3.94189 0.59560 3.43757
N1 -2.63726 -0.10018 3.44999
C4 -1.45833 0.56103 3.69329
C5 -0.22386 -0.06041 3.59104
C6 0.91825 0.33872 4.25972
C7 2.13529 -0.42450 4.27111
C8 2.98704 -0.38910 5.39456
C9 4.10110 -1.19234 5.46727
C10 4.42672 -2.03163 4.41595
C11 3.61484 -2.07807 3.29364
C12 2.48214 -1.30118 3.22019
C13 -2.75400 -1.56415 3.66836
C14 -3.66738 -2.21976 2.63190
H1 -5.53958 -1.75292 3.61495
H2 -5.70799 -2.00169 1.89440
H3 -4.59309 0.16428 1.41167
H4 -5.91478 0.44721 2.52178
H5 -3.76846 1.64910 3.20183
H6 -4.35454 0.56436 4.45039
H7 -1.52275 1.54572 4.12261
H8 -0.17430 -0.98120 3.03532
H9 0.83436 1.18145 4.92081
H10 2.72213 0.23575 6.22994
H11 4.71930 -1.17542 6.35039
H12 5.31235 -2.64531 4.46766
H13 3.87948 -2.72469 2.47149
H14 1.86493 -1.34445 2.33848
H15 -1.75965 -2.02022 3.66942
H16 -3.15955 -1.71198 4.67698
H17 -3.73914 -3.30038 2.81182
H18 -3.22326 -2.11628 1.63455
C15 -1.67345 3.70678 -0.28549
C16 -0.82311 3.83623 0.96229
O1 0.55442 3.77637 0.68033
C17 1.28114 3.99238 1.82845
C18 2.69452 3.77818 1.70493
C19 3.61761 3.97212 2.72996
C20 3.26474 4.50985 3.98012
C21 4.20981 4.63332 4.95518
N2 5.48592 4.28065 4.82845
C22 5.83229 3.80038 3.63250
C23 4.97529 3.62744 2.58474
O2 0.76123 4.31397 2.89324
H19 -2.74150 3.76189 -0.06125
H20 -1.43381 4.50311 -0.99016
H21 -1.47234 2.76476 -0.79692
H22 -1.00362 4.78516 1.48659
H23 -1.02275 3.03288 1.68455
H24 3.03350 3.40180 0.75799
H25 2.24141 4.79401 4.15121
H26 3.92638 5.03214 5.91609
H27 6.86996 3.52111 3.51698
H28 5.32888 3.24783 1.63962